Below is a cluster of 2 separate species, C5H8O in total, with properties calculated with the ωB97M-V functional and the def2-TZVPD basis.

Each line ends with the natural charge from an NBO analysis.
Cartesian coordinates (Å):
C1 0.70 1.07 0.47  -0.271
C2 -0.62 1.15 0.45  0.119
O1 -1.38 0.42 -0.44  -0.497
C3 -0.81 -0.77 -0.82  0.121
C4 0.51 -0.93 -0.85  -0.272
C5 1.35 0.30 -0.65  -0.473
H1 1.28 1.52 1.26  0.222
H2 -1.24 1.74 1.12  0.198
H3 -1.56 -1.53 -1.02  0.198
H4 0.95 -1.91 -0.99  0.222
H5 1.32 0.90 -1.57  0.213
H6 2.40 0.07 -0.46  0.222
H7 -1.49 -0.73 1.96  -0.002
H8 -1.49 -1.37 1.59  -0.001

Properties
Electronic energy (eV): -7359.737
Gap between HOMO and LUMO (eV): 9.9
Highest occupied orbital energy (eV): -8.7006
Spin multiplicity: 1
LUMO energy (eV): 1.2
SMILES: C1=COC=CC1.[H][H]
Relative energy (zero: lowest compared OMol25 entry of this formula, charge and spin) (kcal per mole): 58.1
Total charge: 0